A gas-phase ion, C4H11N2O (charge +1) in a non-equilibrium geometry, computed with the ωB97M-V functional and the def2-TZVPD basis.

Its LUMO energy is -3.11 eV. As for the net charge: +1. As for the structure (SMILES): NC(=O)CCC[NH3+]. For the calculated total energy, the calculation gives -9348.480 eV. The HOMO energy is -14.37 eV.

Cartesian coordinates (Å):
C  1.163  0.414  -0.925
C  -0.158  1.160  -0.793
C  -1.228  0.481  0.189
C  -0.631  -0.465  1.238
N  -0.818  -0.262  2.538
O  -0.139  -1.555  0.881
N  1.066  -1.019  -1.383
H  1.924  0.858  -1.579
H  1.591  0.328  0.065
H  0.001  2.161  -0.403
H  -0.613  1.236  -1.780
H  -1.717  1.240  0.788
H  -1.954  -0.117  -0.387
H  -0.544  -1.071  3.079
H  -0.923  0.645  2.954
H  0.445  -1.524  -0.678
H  1.955  -1.493  -1.520
H  0.581  -1.017  -2.283

Results of the Mulliken charge analysis, in e, for atoms 1 through 2: -0.8034, -0.4819